Computed, not measured: a structure of composition C33H37N6O6PS3Ti, with wB97M-V/def2-TZVPD.

The geometry in ORCA input format:
```
! wB97M-V def2-TZVPD RIJCOSX def2/J DEFGRID3
* xyz 0 1
Ti -1.50 1.21 1.13
O -2.63 1.53 -4.31
C -1.35 1.92 -4.17
C -0.62 2.15 -5.34
C 0.70 2.54 -5.27
C 1.33 2.72 -4.04
C 0.62 2.49 -2.88
C -0.72 2.09 -2.93
C -1.42 1.82 -1.67
O -0.78 1.94 -0.54
N -2.68 1.45 -1.67
N -3.07 1.23 -0.37
C -4.31 1.03 -0.12
C -4.80 1.01 1.24
C -6.05 0.47 1.56
C -6.55 0.58 2.84
C -5.82 1.28 3.81
C -4.61 1.84 3.50
C -4.05 1.71 2.22
O -2.88 2.26 1.95
H -3.02 1.41 -3.42
H -1.12 2.00 -6.29
H 1.25 2.71 -6.19
H 2.37 3.01 -3.99
H 1.09 2.58 -1.91
H -5.01 0.96 -0.95
H -6.61 -0.04 0.79
H -7.51 0.14 3.08
H -6.23 1.38 4.81
H -4.04 2.39 4.24
O -1.44 0.52 3.03
N -0.42 -0.18 3.55
C -0.58 -0.66 4.81
C 0.40 -1.41 5.39
C 1.55 -1.70 4.66
C 1.69 -1.21 3.39
C 0.69 -0.41 2.82
S 0.78 0.21 1.23
H -1.51 -0.38 5.27
H 0.25 -1.78 6.40
H 2.32 -2.33 5.09
H 2.54 -1.45 2.77
C 4.59 -4.00 -3.06
C 3.25 -3.30 -3.07
C 2.30 -3.84 -4.12
O 2.65 -3.49 -1.78
P 2.17 -2.24 -0.88
S 1.26 -3.07 0.66
S 1.30 -0.87 -2.05
O 3.61 -1.66 -0.37
C 4.10 -0.32 -0.53
C 4.75 0.09 0.78
C 5.08 -0.29 -1.69
H 5.09 -3.88 -4.03
H 4.45 -5.06 -2.87
H 5.23 -3.58 -2.28
H 3.38 -2.23 -3.24
H 2.08 -4.89 -3.91
H 2.76 -3.77 -5.11
H 1.37 -3.28 -4.11
H 3.25 0.33 -0.75
H 5.56 -0.60 1.03
H 4.01 0.07 1.58
H 5.16 1.10 0.70
H 5.88 -1.01 -1.51
H 5.52 0.71 -1.78
H 4.57 -0.53 -2.62
N 0.91 3.21 1.56
C 1.26 4.49 1.76
C 0.14 5.14 2.24
C -0.85 4.16 2.29
N -0.37 2.99 1.89
H 1.47 2.42 1.27
H 2.26 4.84 1.57
H 0.06 6.18 2.50
H -1.88 4.24 2.59
C -2.17 -3.61 0.08
C -2.45 -3.14 1.36
C -2.30 -1.80 1.62
N -1.92 -0.91 0.69
C -1.67 -1.37 -0.54
C -1.77 -2.70 -0.88
H -2.24 -4.67 -0.15
H -2.77 -3.81 2.15
H -2.51 -1.41 2.61
H -1.33 -0.67 -1.28
H -1.49 -3.01 -1.88
*
```

Results
Relative energy (zero: lowest compared OMol25 entry of this formula, charge and spin)   12.5 kcal/mol
HOMO energy   -6.90 eV
Orbital gap   6.010 eV
Largest force on an atom   0.579 eV/Å
Lowest unoccupied orbital energy   -0.89 eV

=====

Computed, not measured: a cluster of 2 separate species, C3H4OS in total at a distorted geometry, with wB97M-V/def2-TZVPD.

The geometry in ORCA input format:
```
! wB97M-V def2-TZVPD RIJCOSX def2/J DEFGRID3
* xyz 0 1
C -0.52 -1.41 -1.90
C -0.01 -0.38 -1.61
C -0.30 0.65 1.16
O 2.37 0.51 0.36
S 1.13 1.13 0.01
H -1.21 -2.22 -2.00
H 0.27 0.37 2.03
H -0.93 -0.22 0.75
H -0.81 1.57 1.21
*
```

Results
Relative energy (zero: lowest compared OMol25 entry of this formula, charge and spin)   122.1 kcal/mol
HOMO energy (spin up / spin down)   -9.92 / -9.92 eV
Orbital gap (spin up / spin down)   8.426 / 8.425 eV
Largest force on an atom   4.563 eV/Å
Lowest unoccupied orbital energy (spin up / spin down)   -1.49 / -1.49 eV

=====

Computed, not measured: a cluster of 2 separate species, C4H9NO in total at a distorted geometry, with wB97M-V/def2-TZVPD.

The geometry in ORCA input format:
```
! wB97M-V def2-TZVPD RIJCOSX def2/J DEFGRID3
* xyz 0 1
C -3.35 -0.44 0.06
C -4.23 -0.60 -1.11
N -5.12 -1.70 -1.19
H -3.26 -1.24 0.83
H -2.67 0.30 -0.16
H -4.12 -0.07 -2.03
H -5.14 -2.55 -0.45
H -5.38 -1.82 -2.12
O 4.01 2.85 0.76
C 4.05 1.62 0.64
C 5.29 0.82 1.11
H 3.27 1.00 0.11
H 5.54 1.12 2.08
H 5.06 -0.27 1.17
H 6.06 0.98 0.31
*
```

Results
Relative energy (zero: lowest compared OMol25 entry of this formula, charge and spin)   79.7 kcal/mol
HOMO energy   -7.80 eV
Orbital gap   8.806 eV
SMILES string   C=CN.CC=O
Largest force on an atom   6.932 eV/Å
Lowest unoccupied orbital energy   1.00 eV

=====

Computed, not measured: a structure of composition C49H56BN9O2RbS3Sb at a distorted geometry, with wB97M-V/def2-TZVPD.

The geometry in ORCA input format:
```
! wB97M-V def2-TZVPD RIJCOSX def2/J DEFGRID3
* xyz -2 1
Rb 18.22 13.52 14.75
B 17.38 17.08 14.30
N 16.30 16.02 14.01
C 15.63 15.73 12.89
C 14.55 14.86 13.22
C 14.71 14.92 14.67
N 15.73 15.51 15.10
N 18.37 17.15 13.09
C 18.88 18.23 12.51
C 19.62 17.82 11.41
C 19.59 16.42 11.53
N 18.86 15.99 12.56
H 16.87 18.20 14.41
H 17.86 16.66 15.38
H 15.82 16.00 11.74
H 13.89 14.23 12.70
H 14.02 14.30 15.30
H 18.79 19.13 13.05
H 20.18 18.42 10.59
H 19.98 15.71 10.86
N 17.18 11.37 13.34
S 17.49 10.12 14.00
N 17.69 9.69 15.63
S 17.26 10.20 17.07
N 18.42 10.45 18.13
S 19.65 11.56 17.87
N 19.56 12.87 17.27
C 20.99 10.59 17.14
C 21.86 11.38 16.31
C 22.57 10.56 15.60
C 22.73 9.23 15.77
C 22.16 8.56 16.80
C 21.30 9.26 17.52
C 19.85 11.56 19.67
C 21.11 11.81 20.27
C 21.33 11.79 21.57
C 20.38 11.60 22.44
C 19.06 11.33 22.02
C 18.72 11.23 20.62
C 16.67 8.20 17.63
C 15.67 7.93 18.59
C 15.17 6.82 19.19
C 15.93 5.63 18.45
C 16.91 5.68 17.50
C 17.21 6.92 17.04
C 15.64 10.88 17.33
C 15.45 12.17 17.24
C 14.32 12.87 16.99
C 13.20 12.14 16.64
C 13.30 10.76 16.67
C 14.51 10.11 16.94
C 18.70 9.10 13.23
C 18.50 9.15 11.79
C 19.52 8.62 11.04
C 20.68 8.39 11.70
C 20.97 8.20 13.06
C 19.88 8.40 13.94
C 15.81 8.76 13.74
C 14.61 9.58 13.99
C 13.31 8.66 13.90
C 13.34 7.54 13.26
C 14.60 6.73 13.46
C 15.78 7.20 13.89
H 21.40 12.45 16.36
H 23.15 11.16 14.91
H 23.56 8.80 15.47
H 22.26 7.48 17.08
H 20.40 8.78 17.87
H 21.82 12.31 19.72
H 22.70 11.71 22.03
H 20.50 11.46 23.47
H 18.25 10.75 22.57
H 17.71 11.28 20.23
H 15.63 8.65 19.45
H 14.43 6.60 19.98
H 15.26 4.76 18.97
H 17.16 4.50 16.71
H 18.14 6.69 16.61
H 16.37 12.96 17.40
H 14.09 13.77 17.31
H 12.58 12.36 15.99
H 12.80 10.03 16.00
H 14.68 8.98 16.72
H 17.51 9.14 11.20
H 19.89 9.01 10.10
H 21.35 8.12 10.86
H 22.16 8.26 13.09
H 19.29 8.26 15.14
H 15.39 10.29 14.67
H 12.47 8.90 14.70
H 12.42 7.28 12.13
H 14.56 5.77 13.15
H 16.64 6.81 13.88
O 6.81 -0.07 9.71
O 19.57 15.95 17.81
H 18.67 15.73 18.43
H 19.62 15.08 17.34
C 16.57 8.58 7.52
C 16.03 9.98 7.20
Sb 16.04 10.79 9.33
C 14.68 12.42 9.41
C 13.23 11.75 9.65
C 17.94 11.94 9.24
C 17.86 13.49 9.00
H 16.52 7.60 8.47
H 17.75 8.62 7.82
H 16.28 8.05 6.63
H 15.11 9.73 6.76
H 16.60 10.30 6.42
H 14.81 12.68 8.37
H 14.63 13.02 10.44
H 12.89 11.00 9.06
H 12.41 12.35 9.77
H 12.98 11.66 10.74
H 18.71 11.90 8.29
H 18.53 11.92 10.19
H 18.90 13.63 9.06
H 17.67 14.20 9.71
H 17.36 14.13 7.95
N 16.55 15.84 18.04
C 16.76 15.45 19.11
H 16.58 16.20 17.06
*
```

Results
Relative energy (zero: lowest compared OMol25 entry of this formula, charge and spin)   777.9 kcal/mol
HOMO energy (spin up / spin down)   -1.48 / -0.55 eV
Orbital gap (spin up / spin down)   4.133 / 3.222 eV
Largest force on an atom   11.003 eV/Å
Lowest unoccupied orbital energy (spin up / spin down)   2.65 / 2.67 eV

=====

Computed, not measured: a structure of composition C35H38FN3O3RuSi at a distorted geometry, with wB97M-V/def2-TZVPD.

The geometry in ORCA input format:
```
! wB97M-V def2-TZVPD RIJCOSX def2/J DEFGRID3
* xyz 2 5
C 0.54 -1.03 -1.22
C -0.87 -1.30 -1.23
C -1.53 -0.09 -1.65
H -1.35 -2.24 -0.99
C -0.53 0.94 -1.83
C 0.75 0.34 -1.57
H 1.71 0.85 -1.63
H 1.31 -1.76 -1.00
H -2.59 0.00 -1.88
H -0.72 1.96 -2.15
Ru -0.68 0.32 0.21
C -2.29 1.63 0.64
H -2.64 1.97 -0.36
H -2.01 2.49 1.26
H -2.70 0.81 1.28
Si -4.58 0.80 -0.06
C -5.99 -0.11 0.77
C -6.37 -1.37 0.27
H -5.79 -1.82 -0.55
C -7.46 -2.05 0.81
H -7.76 -3.01 0.39
C -8.16 -1.51 1.90
H -9.02 -2.04 2.31
C -7.75 -0.29 2.44
H -8.28 0.12 3.31
C -6.67 0.42 1.88
H -6.36 1.37 2.30
C -5.27 1.70 -1.55
C -6.60 1.50 -1.97
H -7.27 0.86 -1.39
C -7.07 2.08 -3.16
H -8.09 1.90 -3.48
C -6.22 2.89 -3.93
H -6.57 3.31 -4.87
C -4.93 3.16 -3.47
H -4.28 3.83 -4.04
C -4.46 2.59 -2.28
H -3.46 2.83 -1.93
H -3.77 -0.36 -0.46
H -4.08 1.93 0.98
F 6.39 -2.25 -0.59
C 5.92 -1.46 0.44
C 4.56 -1.30 0.54
C 4.02 -0.59 1.63
C 2.58 -0.50 1.80
O 1.79 -1.27 1.21
C 2.13 0.48 2.78
C 3.01 0.88 3.76
N 4.36 0.59 3.72
C 5.21 0.98 4.78
C 4.67 1.48 6.09
C 5.28 0.11 6.01
C 4.89 -0.09 2.62
C 6.27 -0.32 2.53
C 6.83 -0.95 1.39
N 8.22 -1.08 1.27
C 8.92 -1.68 2.39
C 10.38 -1.26 2.44
N 10.95 -1.51 1.10
C 10.27 -0.82 -0.03
C 8.83 -1.29 -0.03
C 0.68 0.84 2.94
O 0.30 1.34 4.00
O -0.17 0.58 1.94
H 3.88 -1.72 -0.20
H 2.68 1.50 4.59
H 6.16 1.41 4.47
H 5.27 2.25 6.57
H 3.59 1.54 6.23
H 4.60 -0.75 6.07
H 6.26 -0.01 6.46
H 6.94 0.02 3.33
H 8.87 -2.79 2.33
H 8.42 -1.38 3.32
H 10.51 -0.19 2.64
H 10.94 -1.84 3.17
H 11.94 -1.27 1.09
H 10.84 -2.51 0.91
H 10.78 -1.09 -0.96
H 10.37 0.25 0.15
H 8.79 -2.37 -0.30
H 8.27 -0.72 -0.78
*
```

Results
Relative energy (zero: lowest compared OMol25 entry of this formula, charge and spin)   0.0 kcal/mol
⟨S²⟩   6.02
HOMO energy (spin up / spin down)   -12.25 / -12.61 eV
Orbital gap (spin up / spin down)   7.622 / 5.394 eV
Largest force on an atom   3.519 eV/Å
Lowest unoccupied orbital energy (spin up / spin down)   -4.63 / -7.22 eV